Entry 1:
Here is one molecule with the formula C5H7NO in a non-equilibrium geometry from OMol25. Energies are from ωB97M-V/def2-TZVPD.

Geometry as XYZ:
```
14
Properties=species:S:1:pos:R:3
N -1.8718 0.3650 1.4541
C -0.5475 0.5220 1.0387
O -0.3469 1.4858 0.1258
C -0.6100 0.2374 -0.7359
C 0.7096 -0.0439 -1.4261
C 1.4273 -0.4986 -0.1487
C 0.1616 -0.6223 0.6930
H -2.2832 1.2959 1.5116
H -2.1480 0.0535 0.4726
H 1.1030 0.8226 -1.9627
H 0.5463 -0.8727 -2.1233
H 2.0952 0.2679 0.2501
H 1.9653 -1.4436 -0.2297
H -0.2010 -1.5691 1.0806
```

Calculated values
- strongest force on any atom (eV/A) = 1.028
- HOMO (eV) = -8.501
- charge = 0
- SMILES = N[C@]12O[C@@]13CC[C@@H]23

***

Entry 2:
Here is one molecule with the formula C5H7NO from OMol25. Energies are from ωB97M-V/def2-TZVPD.

Geometry as XYZ:
```
14
Properties=species:S:1:pos:R:3
C 1.4281 -0.0458 1.3820
C 0.1533 -0.0266 0.5893
N -1.1016 0.5319 1.1991
C -1.0978 -0.8329 0.9873
C -0.5006 0.1299 -2.0702
C 0.1147 0.1720 -0.7749
O 0.9502 0.1159 -1.8220
H 2.0847 -0.8457 1.0257
H 1.1779 -0.2402 2.4267
H 1.9593 0.9081 1.3086
H -1.6423 1.1231 0.5466
H -1.7772 -1.2160 0.2099
H -0.8725 1.0373 -2.5411
H -0.8760 -0.8108 -2.4671
```

Calculated values
- strongest force on any atom (eV/A) = 0.414
- HOMO (alpha / beta) (eV) = -7.366 / -7.318
- charge = 0

***

Entry 3:
Here is one molecule with the formula C5H7NO in a non-equilibrium geometry from OMol25. Energies are from ωB97M-V/def2-TZVPD.

Geometry as XYZ:
```
14
Properties=species:S:1:pos:R:3
C 1.0714 -0.3733 -1.4006
C -0.1425 -0.0569 -0.5478
C -0.2513 -0.0220 0.9351
N 0.4212 -0.9690 1.6267
C -1.3557 0.7734 1.3176
C -1.5005 1.4938 0.1520
O -0.7597 1.1365 -0.9360
H 1.4946 -1.3432 -1.1314
H 0.8358 -0.3974 -2.4731
H 1.8505 0.3887 -1.2641
H 0.0645 -1.1353 2.5518
H 1.4263 -0.9158 1.5762
H -0.9432 -0.8595 -0.2972
H -2.2116 2.2801 -0.1091
```

Calculated values
- strongest force on any atom (eV/A) = 2.140
- HOMO (eV) = -7.760
- charge = 0
- SMILES = C[C@@H]1OC=C=C1N

***

Entry 4:
Here is one molecule with the formula C5H7NO from OMol25. Energies are from ωB97M-V/def2-TZVPD.

Geometry as XYZ:
```
14
Properties=species:S:1:pos:R:3
C -1.9462 -0.0296 0.1003
C -0.4620 -0.1745 -0.0571
N 0.1918 -1.1202 0.8497
C 0.6514 0.2438 0.8671
C 1.6811 0.4049 -0.2439
C 0.4807 0.0901 -1.2081
O 0.3101 0.2941 -2.3791
H -2.3724 0.8009 -0.4697
H -2.1506 0.1351 1.1637
H -2.4438 -0.9590 -0.1914
H 0.8437 -1.7317 0.3597
H 0.5280 0.8336 1.7678
H 2.5494 -0.2508 -0.0957
H 2.0434 1.4069 -0.4829
```

Calculated values
- strongest force on any atom (eV/A) = 0.621
- HOMO (eV) = -9.581
- charge = 0
- SMILES = C[C@]12N[C@H]1CC2=O

***

Entry 5:
Here is one molecule with the formula C5H7NO from OMol25. Energies are from ωB97M-V/def2-TZVPD.

Geometry as XYZ:
```
14
Properties=species:S:1:pos:R:3
C 2.3246 -0.1750 0.1139
C 0.9473 0.4189 0.3504
C -0.1438 0.0313 -0.6206
C -1.5649 -0.0158 -0.1566
N -2.4321 -0.8362 0.5011
C -1.2655 1.0065 -0.8870
O 0.7369 1.1634 1.2864
H 3.0942 0.5478 0.3925
H 2.4707 -0.4930 -0.9202
H 2.4468 -1.0575 0.7515
H 0.1869 -0.6543 -1.4115
H -2.0201 -1.4627 1.1767
H -3.2838 -0.3966 0.8218
H -1.4973 1.9233 -1.3986
```

Calculated values
- strongest force on any atom (eV/A) = 0.407
- HOMO (eV) = -8.498
- charge = 0
- SMILES = CC(=O)[C@@H]1C=C1N

***

Entry 6:
Here is one molecule with the formula C5H7NO in a non-equilibrium geometry from OMol25. Energies are from ωB97M-V/def2-TZVPD.

Geometry as XYZ:
```
14
Properties=species:S:1:pos:R:3
C 1.5384 -0.6386 0.9550
C 0.1829 -0.2375 0.4496
C -0.0308 -0.1646 -1.0214
C -1.0656 0.8186 -1.4814
O -1.6956 1.5473 -0.7290
C -0.8913 -0.0663 1.2753
N -1.8098 0.0356 2.0580
H 1.5556 -0.6752 2.0471
H 2.2948 0.0851 0.6255
H 1.8434 -1.6339 0.5872
H -1.2899 1.0647 0.7983
H 0.9042 0.1512 -1.5174
H -0.2994 -1.1418 -1.4693
H -1.2369 0.8554 -2.5774
```

Calculated values
- strongest force on any atom (eV/A) = 1.127
- HOMO (eV) = -7.362
- charge = 0

***

Entry 7:
Here is one molecule with the formula C5H7NO in a non-equilibrium geometry from OMol25. Energies are from ωB97M-V/def2-TZVPD.

Geometry as XYZ:
```
14
Properties=species:S:1:pos:R:3
C -1.5272 -0.6274 -0.1361
C -0.1460 -0.2238 -0.0604
C 0.3284 1.0705 -0.0620
C 1.7496 0.9157 -0.0557
C 1.9421 -0.4510 0.1123
H -3.3243 0.3861 -0.0259
H -2.2463 0.7015 1.0049
H -1.8037 -1.4736 0.6101
H -1.8402 -1.0847 -1.0673
H -0.2028 1.9774 -0.1923
H 2.4549 1.7487 0.0410
H 2.8780 -1.0075 -0.0184
N -2.3088 0.5137 0.0623
O 0.7706 -1.1185 0.0528
```

Calculated values
- strongest force on any atom (eV/A) = 3.868
- HOMO (eV) = -8.230
- charge = 0
- SMILES = NCc1ccco1

***

Entry 8:
Here is C5H7NO as an isolated structure in a non-equilibrium geometry from OMol25. Energies are from ωB97M-V/def2-TZVPD.

Geometry as XYZ:
```
14
Properties=species:S:1:pos:R:3
O 2.5096 -0.1958 -0.0389
C 1.3148 -0.0208 -0.0060
C 0.5293 1.2822 -0.1717
N -1.0041 0.6592 0.0765
C -0.8243 -0.3844 -0.9371
C 0.2038 -1.0481 0.0174
C -0.7196 -0.4040 1.0925
H 0.4452 1.9463 -1.0411
H 0.8565 1.9880 0.6066
H -0.1824 0.2678 -1.7745
H -1.7323 -0.9598 -1.1476
H 0.4891 -2.1025 -0.0145
H -1.6098 -1.0039 1.3153
H -0.2758 -0.0240 2.0231
```

Calculated values
- strongest force on any atom (eV/A) = 4.071
- HOMO (eV) = -9.115
- charge = 0

***

Entry 9:
Here is one molecule with the formula C5H7NO from OMol25. Energies are from ωB97M-V/def2-TZVPD.

Geometry as XYZ:
```
14
Properties=species:S:1:pos:R:3
O 1.8929 -0.0200 2.5932
C 1.9473 0.6701 1.3621
C 0.7085 0.5648 0.5766
C -0.3446 0.5430 -0.0113
C -1.5480 0.3766 -0.8319
C -1.1864 -1.1595 -2.5259
N -1.5685 -1.0224 -1.2718
H 1.1169 0.2968 3.0728
H 2.1661 1.7378 1.5069
H 2.7866 0.2369 0.8098
H -2.4551 0.7431 -0.3432
H -0.7019 -2.1409 -2.6133
H -1.4147 0.8819 -1.7937
H -1.3993 -1.7081 -0.5303
```

Calculated values
- strongest force on any atom (eV/A) = 0.897
- HOMO (eV) = -8.501
- charge = 0

***

Entry 10:
Here is C5H7NO as an isolated structure from OMol25. Energies are from ωB97M-V/def2-TZVPD.

Geometry as XYZ:
```
14
Properties=species:S:1:pos:R:3
O 1.3786 0.8008 -1.3136
C 0.7767 0.8023 -0.1550
C 1.2733 -0.1956 0.7474
C 0.5826 -1.2144 -0.2869
C -0.7521 -1.0851 -0.2879
C -1.3572 0.1499 0.4150
N -0.4992 1.2876 -0.0177
H 0.8240 -0.2477 1.7399
H 2.3537 -0.3054 0.7575
H 1.3308 -0.3732 -1.3926
H -1.3946 -1.6839 -0.9297
H -1.3229 0.0682 1.5075
H -2.3933 0.3631 0.1398
H -0.8004 1.6333 -0.9237
```

Calculated values
- strongest force on any atom (eV/A) = 0.570
- HOMO (eV) = -8.430
- charge = 0

***

Entry 11:
Here is a 2-piece molecular cluster, C5H7NO overall from OMol25. Energies are from ωB97M-V/def2-TZVPD.

Geometry as XYZ:
```
14
Properties=species:S:1:pos:R:3
C 1.0026 -2.2650 -0.0119
C 0.6806 -1.5031 1.0284
C -0.5122 1.3484 -0.5908
C -0.6141 2.2787 0.5030
O 0.6602 1.7280 0.0468
C -0.9422 0.2192 -1.3169
N -0.7926 1.2728 -2.0192
H -1.1986 -0.8250 -1.4590
H 0.7626 -3.3250 -0.0462
H 1.5347 -1.8583 -0.8698
H 0.1587 -1.9126 1.8907
H 0.9269 -0.4429 1.0529
H -0.7408 3.3407 0.3004
H -0.9257 1.9440 1.4915
```

Calculated values
- strongest force on any atom (eV/A) = 0.351
- HOMO (eV) = -9.918
- charge = 0
- SMILES = C1=N[C@@]12CO2.C=C

***

Entry 12:
Here is one molecule with the formula C5H7NO from OMol25. Energies are from ωB97M-V/def2-TZVPD.

Geometry as XYZ:
```
14
Properties=species:S:1:pos:R:3
C -1.8087 0.1753 0.6064
N -0.5085 -0.2432 0.0776
C 0.1450 -1.4731 -0.1134
C 1.4497 -1.2122 -0.4403
C 1.6343 0.1980 -0.4574
C 0.4189 0.7307 -0.1369
O 0.0224 2.0212 0.0118
H -2.1939 0.9909 -0.0148
H -1.7025 0.5842 1.6201
H -2.5453 -0.6278 0.6247
H -0.3474 -2.4350 -0.1741
H 2.2160 -1.9424 -0.6718
H 2.5257 0.7592 -0.6976
H 0.7785 2.5625 -0.2431
```

Calculated values
- strongest force on any atom (eV/A) = 0.567
- HOMO (eV) = -7.649
- charge = 0
- SMILES = Cn1cccc1O

***

Entry 13:
Here is a 2-piece molecular cluster, C5H7NO overall from OMol25. Energies are from ωB97M-V/def2-TZVPD.

Geometry as XYZ:
```
14
Properties=species:S:1:pos:R:3
O 2.2217 -0.2936 1.3666
C 2.6410 -0.5341 -0.0094
C 1.2673 -0.4442 0.4017
C -0.0183 -0.4235 0.2772
C -1.3045 -0.3572 0.1474
C -2.5298 0.3525 -0.1857
N -2.4996 -1.0842 0.1867
H 1.4463 1.8276 1.9602
H 3.1171 0.3162 -0.4947
H 3.1032 -1.5058 -0.1744
H 1.0640 2.4665 1.9538
H -2.6852 0.6226 -1.2298
H -3.0165 0.9978 0.5422
H -2.6204 -1.7174 -0.5996
```

Calculated values
- strongest force on any atom (eV/A) = 0.339
- HOMO (eV) = -8.830
- charge = 0
- SMILES = C(=C1CN1)=C1CO1.[H][H]

***

Entry 14:
Here is a 2-piece molecular cluster, C5H7NO overall from OMol25. Energies are from ωB97M-V/def2-TZVPD.

Geometry as XYZ:
```
14
Properties=species:S:1:pos:R:3
O -1.7099 -0.8142 -1.9046
C -1.6190 0.2097 -1.2717
N -1.4026 0.3007 0.1258
C -0.9420 -0.7672 0.6616
C 1.5479 -0.8913 0.5441
C 1.5475 0.4089 0.3498
C 1.1118 1.6080 0.1117
H -1.7342 1.2026 -1.7385
H 0.0087 1.5986 0.1378
H -0.8035 -1.6886 0.0927
H -0.7977 -0.7991 1.7387
H 1.5860 -1.3271 1.5379
H 1.5625 -1.5711 -0.3026
H 1.6445 2.5300 -0.0827
```

Calculated values
- strongest force on any atom (eV/A) = 0.625
- HOMO (eV) = -9.919
- charge = 0
- SMILES = C=NC=O.C=C=C

***

Entry 15:
Here is C5H7NO as an isolated structure from OMol25. Energies are from ωB97M-V/def2-TZVPD.

Geometry as XYZ:
```
14
Properties=species:S:1:pos:R:3
O 2.0028 -0.7126 -1.0286
C 1.1744 -0.5952 -0.1552
C 0.1048 0.4513 -0.2069
C -1.3463 0.1617 0.0406
C -1.5387 -0.8870 1.1050
C -0.7566 -0.1691 1.9137
N -0.5663 0.9683 1.0063
H 2.0910 0.9093 -2.7086
H 1.1827 -1.2578 0.7274
H 0.3017 1.2302 -0.9419
H -2.1143 0.6307 -0.5683
H 1.8051 1.3801 -3.2105
H -2.0646 -1.8317 1.1472
H -0.2757 -0.2782 2.8798
```

Calculated values
- strongest force on any atom (eV/A) = 0.516
- HOMO (eV) = -9.383
- charge = 0

***

Entry 16:
Here is a 2-piece molecular cluster, C5H7NO overall from OMol25. Energies are from ωB97M-V/def2-TZVPD.

Geometry as XYZ:
```
14
Properties=species:S:1:pos:R:3
O 1.3839 0.5658 2.9971
C 0.2052 0.8243 2.9322
N -0.4918 -0.1491 0.6457
C 0.5613 0.0531 -0.0245
C 0.7543 -0.1915 -1.5105
C -0.4878 -0.5960 -2.1688
C -1.5585 -0.9183 -2.6160
H -0.5741 0.1763 3.3715
H -1.2393 -0.5182 0.0501
H 1.4332 0.4452 0.5108
H -0.1680 1.7485 2.4523
H 1.1544 0.7217 -1.9693
H 1.5279 -0.9599 -1.6387
H -2.5006 -1.2018 -3.0318
```

Calculated values
- strongest force on any atom (eV/A) = 0.539
- HOMO (eV) = -9.594
- charge = 0
- SMILES = [H]/N=C\CC#C.C=O

***

Entry 17:
Here is one molecule with the formula C5H7NO from OMol25. Energies are from ωB97M-V/def2-TZVPD.

Geometry as XYZ:
```
14
Properties=species:S:1:pos:R:3
O 0.8896 -0.0419 1.9877
C 2.2042 -0.5233 -1.1653
C 1.2972 -0.1765 -0.2930
C 0.4643 0.1266 0.6750
C -0.9565 0.5531 0.5365
C -1.7477 0.2813 -0.6815
N -2.0189 -0.4562 0.5500
H 1.2499 0.7971 2.3076
H 2.9018 0.2011 -1.5799
H 2.3114 -1.5574 -1.4859
H -1.2048 1.4299 1.1334
H -1.2560 -0.2287 -1.5081
H -2.5298 0.9788 -0.9735
H -1.6047 -1.3839 0.4970
```

Calculated values
- strongest force on any atom (eV/A) = 0.476
- HOMO (eV) = -9.179
- charge = 0
- SMILES = C=C=C(O)[C@H]1CN1

***

Entry 18:
Here is one molecule with the formula C5H7NO in a non-equilibrium geometry from OMol25. Energies are from ωB97M-V/def2-TZVPD.

Geometry as XYZ:
```
14
Properties=species:S:1:pos:R:3
C 0.4462 1.6557 -0.6936
C -0.6181 0.7571 -0.0374
C -0.2502 -0.7371 0.1006
C -0.1519 -1.4896 1.3622
O -1.3583 -1.4811 0.5843
C 0.6094 -1.2719 -0.9966
N 1.4626 -1.6177 -1.7060
H 1.3738 1.6611 -0.1051
H 0.0772 2.6900 -0.7546
H 0.6809 1.3406 -1.7240
H -0.9272 1.1660 0.9434
H -1.5253 0.7700 -0.6681
H 0.2966 -2.4904 1.3770
H -0.1157 -0.9525 2.3179
```

Calculated values
- strongest force on any atom (eV/A) = 1.716
- HOMO (eV) = -11.166
- charge = 0
- SMILES = CC[C@@]1(C#N)CO1

***

Entry 19:
Here is one molecule with the formula C5H7NO in a non-equilibrium geometry from OMol25. Energies are from ωB97M-V/def2-TZVPD.

Geometry as XYZ:
```
14
Properties=species:S:1:pos:R:3
C -0.9980 -1.2889 0.1951
C -0.5599 0.1817 0.1888
C 0.7854 0.4791 -0.5130
C 1.9989 0.2999 0.3714
O 2.2993 1.1962 1.1238
C -1.6065 1.0058 -0.4418
N -2.4285 1.6534 -0.9350
H -1.9733 -1.3898 0.6820
H -0.2781 -1.9052 0.7421
H -1.0902 -1.6773 -0.8246
H -0.4663 0.5409 1.2207
H 0.8508 -0.0540 -1.4705
H 0.8370 1.5643 -0.6419
H 2.6296 -0.6064 0.3028
```

Calculated values
- strongest force on any atom (eV/A) = 1.117
- HOMO (eV) = -10.456
- charge = 0
- SMILES = C[C@H](C#N)CC=O

***

Entry 20:
Here is C5H7NO as an isolated structure in a non-equilibrium geometry from OMol25. Energies are from ωB97M-V/def2-TZVPD.

Geometry as XYZ:
```
14
Properties=species:S:1:pos:R:3
C -0.7987 0.0365 -0.5632
C 0.0434 1.1338 -0.0031
C 0.0377 -0.8118 0.3253
C 1.5390 -0.6167 -0.1540
C 1.4117 0.6577 -0.4158
H -2.3187 -1.0559 0.1916
H -0.3449 -0.4611 -1.6290
H -0.2053 2.1090 0.4018
H -0.8679 0.3356 1.6206
H -0.7598 -1.6869 0.3701
H 2.2847 -1.3826 -0.3773
H 2.1044 1.2944 -0.7407
N 0.0575 0.2759 1.2954
O -2.1831 0.1721 -0.3217
```

Calculated values
- strongest force on any atom (eV/A) = 6.767
- HOMO (eV) = -8.855
- charge = 0